1.
ORCA calculation (ωB97M-V/def2-TZVPD) on a molecular structure, C3H5BF3MnO2 in a non-equilibrium geometry.

Structure (XYZ):
```
15
Properties=species:S:1:pos:R:3:forces:R:3
F 2.85879 -0.60720 0.09778 0.9 -0.6 0.0
C 1.68737 0.25711 0.01446 -1.1 0.3 -1.7
F 1.70784 0.66848 1.37965 0.2 0.4 1.1
F 2.06349 1.26996 -0.67647 0.3 0.2 0.2
B 0.28884 -0.58498 -0.48555 -0.4 -1.1 -0.2
O -0.50266 -0.70240 0.72392 0.0 0.0 0.4
C -1.84002 -0.30184 0.29358 0.8 -0.5 0.3
C -1.45336 0.79723 -0.66144 -0.4 0.0 0.0
O -0.45812 0.14973 -1.44258 0.5 0.6 0.1
H 0.69081 -1.66902 -0.92538 0.3 0.3 0.1
H -2.41665 -0.04727 1.17442 -0.1 0.2 0.0
H -2.23387 -1.17775 -0.22261 -0.5 0.2 -0.1
H -1.02940 1.60768 -0.05608 0.1 0.2 -0.1
H -2.22961 1.21223 -1.29502 -0.1 -0.2 -0.1
Mn 2.86656 -0.87196 2.08130 -0.4 0.0 0.1
```
Positions in Å, forces in eV/Å.

LUMO (spin up / spin down), eV: -8.0003 / -8.1531
Largest force on an atom, eV/Å: 2.03
Total charge: +1
⟨S²⟩: 8.8492
HOMO-LUMO gap (spin up / spin down), eV: 4.7529 / 3.8200
Multiplicity: 6

=====

2.
ORCA calculation (ωB97M-V/def2-TZVPD) on a molecular structure, C6H10O in a non-equilibrium geometry.

Structure (XYZ):
```
17
Properties=species:S:1:pos:R:3:forces:R:3
C -0.26970 1.27570 0.15826 -0.9 -1.4 0.9
C 0.77612 0.28274 -0.00034 1.2 0.2 -0.6
O 1.70015 0.18478 0.79223 0.0 -0.8 -0.2
C 0.56017 -0.71528 -1.12083 0.3 -0.1 -0.2
C -0.43764 -1.74701 -0.66671 -0.1 0.3 0.2
C -1.13766 -1.40998 0.41149 0.0 0.5 -0.3
C -0.96893 -0.01811 1.02798 -0.9 0.7 0.1
H -0.09625 2.10540 0.85583 0.1 -0.6 -0.1
H -0.83819 1.63127 -0.72082 0.1 -0.8 0.5
H 1.68151 2.35280 -0.32331 0.7 0.5 -0.1
H 2.05623 1.84881 0.08935 0.4 1.1 -0.3
H 0.21206 -0.20871 -2.02912 0.2 -0.1 0.0
H 1.54909 -1.13273 -1.29071 0.0 -0.3 -0.3
H -0.55381 -2.68696 -1.21044 0.1 0.2 0.3
H -1.85487 -2.09360 0.87822 0.2 0.4 -0.1
H -0.45210 -0.10854 1.99886 -0.2 0.4 -0.5
H -1.92619 0.43944 1.15006 -1.0 -0.2 0.6
```
Positions in Å, forces in eV/Å.

LUMO, eV: 0.9353
Largest force on an atom, eV/Å: 1.93
Total charge: 0
HOMO-LUMO gap, eV: 10.3407
Relative energy (zero: lowest compared OMol25 entry of this formula, charge and spin), kJ/mol: 269.5

=====

3.
ORCA calculation (ωB97M-V/def2-TZVPD) on 3 unconnected molecules or ions with the total composition C3H11NO2 in a non-equilibrium geometry.

Structure (XYZ):
```
17
Properties=species:S:1:pos:R:3:forces:R:3
C 0.79126 0.93939 0.65306 0.2 0.8 -0.1
C 1.65206 1.08637 -0.57302 0.0 -0.2 -0.2
N 0.48409 -1.88984 -0.25936 -0.5 -0.2 -1.2
O 0.67600 -1.47510 0.90226 0.3 -0.1 0.9
H 1.32255 -2.11734 -0.80956 -0.3 -0.1 0.2
H -0.40162 -1.42918 -0.69714 0.9 -0.6 0.2
H 0.15452 1.80159 0.87898 0.0 0.0 -0.1
H 1.32407 0.64200 1.54752 -0.2 -0.3 -0.1
H 1.83384 0.10922 -1.05089 0.0 0.2 0.1
H 1.17313 1.70910 -1.32911 0.0 0.0 0.1
H 2.64125 1.49642 -0.34753 -0.1 0.0 0.1
C -2.31246 -0.23922 0.22411 -0.1 0.0 0.1
O -1.20635 -0.14174 -0.64904 0.2 0.8 0.7
H -0.24234 0.29322 0.14229 -0.6 -0.4 -0.5
H -2.30672 -1.16451 0.81685 0.1 0.1 -0.1
H -2.35263 0.60635 0.92411 0.0 -0.1 -0.1
H -3.23066 -0.22674 -0.37351 0.1 0.0 0.0
```
Positions in Å, forces in eV/Å.

LUMO (spin up / spin down), eV: 0.4939 / -1.5777
Largest force on an atom, eV/Å: 1.31
Total charge: 0
HOMO-LUMO gap (spin up / spin down), eV: 9.6618 / 6.6932
Relative energy (zero: lowest compared OMol25 entry of this formula, charge and spin), kJ/mol: 583.0

=====

4.
ORCA calculation (ωB97M-V/def2-TZVPD) on 14 unconnected molecules or ions with the total composition C22H7Cl52NO4 in a non-equilibrium geometry.

Structure (XYZ):
```
86
Properties=species:S:1:pos:R:3:forces:R:3
O -0.41600 -5.44502 -6.23740 0.4 0.0 1.0
C -0.44966 -5.70197 -5.10626 -0.8 -0.4 -0.9
N -0.51885 -5.93781 -3.88906 0.4 0.5 0.2
O -1.30959 -7.10204 -3.62094 0.2 -0.4 0.0
C -2.56998 -6.68319 -3.25038 -0.3 0.4 -0.1
O -3.49311 -6.86073 -3.97408 -0.3 -0.1 -0.3
O -2.63464 -6.11866 -2.04309 0.7 0.5 -0.4
C -3.13642 -4.76292 -2.09832 0.1 0.4 0.0
C -2.30100 -3.85829 -1.21743 -0.3 -0.3 0.0
C -1.23536 -4.36606 -0.48656 -0.1 0.3 0.0
C -0.45183 -3.50102 0.26528 0.0 -0.2 0.0
C -0.71281 -2.13750 0.27388 -0.2 -0.4 0.2
C -1.79389 -1.64834 -0.44471 -0.2 0.3 -0.2
C -2.60506 -2.49469 -1.18301 0.5 -0.5 0.2
H -3.04339 -4.38142 -3.11841 -0.1 -0.2 -0.1
H -4.19341 -4.75134 -1.84203 0.1 -0.2 0.1
H -1.02941 -5.42557 -0.51554 0.1 0.0 0.0
H 0.38410 -3.91258 0.81696 0.0 0.1 0.1
H -0.07988 -1.47755 0.84946 0.0 -0.2 -0.1
H -2.01067 -0.58728 -0.46367 0.0 0.0 0.0
H -3.45334 -2.10812 -1.73749 0.3 -0.3 0.5
C -0.23474 2.01043 2.42857 0.1 0.0 0.0
Cl 0.52385 3.07166 1.22323 0.1 -0.2 0.2
Cl 0.99644 1.46427 3.56985 0.0 0.0 0.0
Cl -1.49716 2.86828 3.31050 0.0 0.1 0.0
Cl -0.93590 0.61985 1.59603 0.0 0.4 0.3
C 3.16204 -1.38816 -2.05299 -0.1 0.0 0.0
Cl 3.37776 0.35301 -1.85864 -0.4 -0.1 -0.1
Cl 3.24062 -1.80430 -3.76823 0.0 0.0 0.0
Cl 4.44716 -2.23964 -1.18206 0.0 0.0 0.0
Cl 1.59409 -1.86278 -1.38978 0.3 0.0 -0.2
C -7.05683 -2.63818 -0.10609 -0.1 0.0 0.0
Cl -5.38526 -3.17977 -0.29378 -0.4 0.1 0.3
Cl -7.12012 -1.31452 1.05903 0.0 0.0 0.0
Cl -7.66313 -2.07137 -1.66819 0.0 -0.1 0.2
Cl -8.05030 -3.98028 0.46837 0.0 0.0 0.0
C 7.27310 2.19259 -1.61210 -0.1 0.0 0.0
Cl 9.00819 1.83489 -1.75088 -0.1 0.0 -0.1
Cl 7.03278 3.48602 -0.42768 -0.1 0.1 -0.2
Cl 6.66032 2.72012 -3.17828 -0.1 0.0 0.0
Cl 6.40050 0.73967 -1.10942 0.3 0.2 -0.2
C -4.35741 -9.96941 -0.66779 0.1 0.0 0.1
Cl -3.51377 -9.01640 -1.88803 -0.2 -0.4 0.1
Cl -3.32927 -10.16071 0.75577 0.0 0.0 0.0
Cl -5.85086 -9.14609 -0.21203 0.0 0.0 0.0
Cl -4.74075 -11.56541 -1.32724 -0.3 0.4 -0.1
C -2.85834 6.10998 -0.09265 0.0 0.0 0.1
Cl -4.41937 5.37265 -0.47506 0.0 0.0 0.0
Cl -2.18105 6.84135 -1.55046 0.0 0.0 0.0
Cl -3.06924 7.34607 1.14785 -0.2 0.0 -0.2
Cl -1.75002 4.87553 0.51926 -0.2 0.3 -0.3
C -0.10512 8.64256 3.51997 0.0 0.0 0.0
Cl -0.12888 9.11347 5.22113 0.0 0.0 0.0
Cl -1.20412 9.68510 2.60571 0.1 0.0 0.1
Cl 1.53228 8.81498 2.86968 0.0 0.0 0.0
Cl -0.60891 6.95650 3.37625 0.1 0.0 0.1
C 7.75793 1.29073 2.92771 0.0 0.0 0.0
Cl 6.20276 0.44860 2.95493 0.0 0.0 0.0
Cl 8.86033 0.52948 4.07882 0.0 0.0 0.0
Cl 8.43617 1.20517 1.30428 0.4 -0.2 0.6
Cl 7.51662 2.98339 3.37706 0.0 0.0 0.0
C -4.59875 -0.29966 -4.69694 0.0 0.0 -0.1
Cl -6.19074 -1.03638 -4.48266 0.1 0.0 -0.1
Cl -3.42562 -1.11234 -3.64497 -0.2 0.4 -0.7
Cl -4.08883 -0.46512 -6.37935 0.0 0.0 0.0
Cl -4.68356 1.40902 -4.26713 0.0 0.0 0.0
C -2.19953 -15.45234 -1.22899 0.0 0.0 0.0
Cl -3.16161 -13.97017 -1.14853 0.4 -0.4 0.0
Cl -1.49737 -15.78388 0.35763 0.0 0.0 0.0
Cl -3.23218 -16.80307 -1.70984 0.0 0.0 0.0
Cl -0.90631 -15.24904 -2.41430 0.0 0.0 0.0
C 2.07892 13.03061 5.71900 0.0 0.0 0.0
Cl 3.74606 13.51004 6.05452 0.0 0.0 0.0
Cl 2.05911 11.80881 4.44675 0.1 0.1 0.0
Cl 1.35243 12.35246 7.17984 0.1 0.1 -0.1
Cl 1.15326 14.44285 5.19953 0.0 0.0 0.0
C 8.05086 3.82781 -7.01182 0.0 0.0 0.0
Cl 7.24844 5.32297 -6.51911 0.0 0.0 0.0
Cl 8.97142 3.18379 -5.65219 0.1 0.0 -0.1
Cl 6.83468 2.64563 -7.50725 0.0 0.0 0.0
Cl 9.13701 4.15900 -8.36383 0.0 0.0 0.0
C 0.49051 10.50155 10.67940 0.0 0.0 0.0
Cl 0.69830 8.99756 11.57982 0.0 0.0 0.0
Cl 2.04111 11.33480 10.56026 0.0 0.0 0.0
Cl -0.11381 10.13302 9.05679 0.0 -0.1 0.1
Cl -0.67200 11.53484 11.51354 0.0 0.0 0.0
```
Positions in Å, forces in eV/Å.

LUMO, eV: -0.3933
Largest force on an atom, eV/Å: 1.26
Total charge: 0
HOMO-LUMO gap, eV: 9.1586
Relative energy (zero: lowest compared OMol25 entry of this formula, charge and spin), kJ/mol: 0.0

=====

5.
ORCA calculation (ωB97M-V/def2-TZVPD) on a molecular structure, C18H21BrMnN5.

Structure (XYZ):
```
46
Properties=species:S:1:pos:R:3:forces:R:3
Mn 0.19450 -0.01808 0.14876 0.3 0.2 -0.5
C 0.30737 0.73809 3.19042 0.0 0.0 0.0
N -0.19534 -0.10456 2.11783 0.0 0.0 0.1
C -0.99733 -1.08768 2.40860 0.0 0.0 -0.2
C -1.46510 -1.90031 1.34908 0.0 0.1 0.0
C -2.34958 -2.97781 1.26449 0.1 0.0 0.1
C -2.43366 -3.30542 -0.08736 -0.1 0.0 0.0
C -1.61528 -2.40404 -0.77088 0.1 0.0 0.0
N -1.01569 -1.55922 0.08397 -0.2 0.1 0.1
C 1.49784 0.15550 3.92702 0.0 0.0 -0.1
C 1.86882 0.68157 5.16031 0.1 0.1 0.0
C 2.98992 0.20491 5.82071 0.0 0.0 0.0
C 3.75383 -0.80964 5.25946 0.0 0.0 0.0
C 3.37971 -1.35516 4.04182 0.0 0.0 0.0
C 2.25594 -0.87586 3.37984 -0.1 -0.1 0.0
H -0.48241 0.99285 3.90484 0.0 -0.1 0.0
H 0.60632 1.68801 2.73251 0.0 0.0 0.1
H -1.30419 -1.27082 3.43694 0.0 0.0 0.0
H -2.85399 -3.46047 2.08593 0.0 0.0 0.0
H -3.01580 -4.09547 -0.53086 0.0 0.0 0.0
H -1.43240 -2.34639 -1.83364 0.0 0.0 0.0
H 1.27518 1.46996 5.60891 0.0 0.0 0.0
H 3.26401 0.62125 6.78081 0.0 0.0 0.0
H 4.62189 -1.18888 5.78113 0.0 0.0 0.0
H 3.95062 -2.17091 3.61724 0.0 0.0 0.0
H 1.92051 -1.35929 2.46946 0.0 0.0 0.0
C -3.37351 4.23964 0.65978 0.0 0.0 0.0
C -2.51200 3.38540 -0.22187 0.0 0.0 0.0
C -2.44027 3.57177 -1.59812 0.0 0.0 0.0
C -1.64592 2.75023 -2.38552 0.0 0.0 0.0
C -0.94651 1.76013 -1.73609 0.0 0.0 0.0
Br 0.14977 0.50485 -2.64929 0.0 0.0 0.1
N -0.97879 1.55955 -0.42688 -0.1 -0.1 0.1
C -1.75141 2.35515 0.31714 0.0 0.0 0.0
H -3.88568 5.00631 0.08277 0.0 0.0 0.0
H -2.77672 4.73475 1.42610 0.0 0.0 0.0
H -4.12802 3.63571 1.16439 0.0 0.0 0.0
H -3.01564 4.36094 -2.06487 0.0 0.0 0.0
H -1.58120 2.87013 -3.45659 0.0 0.0 0.0
H -1.75939 2.13965 1.37838 0.0 0.0 0.0
N 2.10138 0.94346 0.37608 0.0 -0.2 0.3
N 2.27458 -0.42798 -0.04785 0.0 -0.1 0.0
H 2.73733 1.57545 -0.10162 -0.1 0.0 -0.1
H 2.30638 0.97663 1.37373 0.1 0.0 -0.1
H 2.99048 -0.91501 0.48376 0.0 0.0 0.0
H 2.52476 -0.44647 -1.03117 0.1 0.0 0.1
```
Positions in Å, forces in eV/Å.

LUMO (spin up / spin down), eV: -2.7370 / -2.9014
Largest force on an atom, eV/Å: 0.64
Total charge: +1
⟨S²⟩: 0.8603
HOMO-LUMO gap (spin up / spin down), eV: 7.4969 / 7.2898
Multiplicity: 2